Formula: C39H40ClMnNO5P2S
Source: OMol25
Level of theory: wB97M-V/def2-TZVPD

The geometry in XYZ format:
```
90
C39H40ClMnNO5P2S (wB97M-V/def2-TZVPD)
Mn -1.3435 -1.1960 -1.7136
C 3.9461 4.2035 0.2143
S 4.8006 2.7756 0.9035
C 3.5675 2.1485 2.0745
C 2.6377 1.0625 1.5428
C 1.8130 1.5728 0.3798
N 0.8966 0.6066 -0.2577
P 1.4211 -0.7551 -1.1759
C 3.1128 -0.2826 -1.6682
C 4.2595 -0.8282 -1.1001
C 5.5167 -0.3936 -1.4956
C 5.6395 0.6000 -2.4545
C 4.5013 1.1477 -3.0326
C 3.2473 0.6984 -2.6500
C 1.6613 -2.1460 -0.0287
C 2.0314 -3.3659 -0.5939
C 2.1334 -4.4999 0.1977
C 1.8464 -4.4306 1.5548
C 1.4388 -3.2274 2.1137
C 1.3385 -2.0927 1.3211
P -0.5847 1.1696 -0.8815
C -0.2165 2.7312 -1.7490
C 0.0382 2.6519 -3.1168
C 0.4066 3.7793 -3.8370
C 0.5130 5.0032 -3.1913
C 0.2426 5.0990 -1.8321
C -0.1223 3.9693 -1.1157
C -1.5648 1.6562 0.5589
C -2.7232 2.4107 0.3694
C -3.5799 2.6500 1.4306
C -3.2961 2.1293 2.6892
C -2.1528 1.3714 2.8808
C -1.2896 1.1370 1.8174
H 4.6517 4.7012 -0.4497
H 3.6620 4.9071 0.9967
H 3.0670 3.9340 -0.3698
H 2.9925 2.9995 2.4495
H 4.1287 1.7607 2.9251
H 1.9843 0.7350 2.3565
H 3.2259 0.1916 1.2453
H 2.4906 1.9555 -0.3900
H 1.2166 2.4217 0.7258
H 4.1748 -1.6017 -0.3460
H 6.3992 -0.8267 -1.0441
H 6.6200 0.9467 -2.7527
H 4.5889 1.9173 -3.7883
H 2.3644 1.1236 -3.1162
H 2.2097 -3.4458 -1.6613
H 2.4192 -5.4420 -0.2516
H 1.9206 -5.3167 2.1714
H 1.1866 -3.1733 3.1655
H 0.9643 -1.1715 1.7446
H -0.0543 1.6990 -3.6282
H 0.5992 3.7023 -4.8983
H 0.7936 5.8866 -3.7501
H 0.3125 6.0543 -1.3289
H -0.3511 4.0564 -0.0594
H -2.9737 2.7946 -0.6129
H -4.4789 3.2320 1.2770
H -3.9727 2.3062 3.5145
H -1.9400 0.9407 3.8504
H -0.4216 0.5062 1.9572
C -2.1261 -2.7950 4.9529
O -3.3788 -2.3146 4.5010
C -3.4963 -2.0082 3.1808
C -4.7772 -1.5717 2.7867
C -4.9704 -1.2520 1.4729
C -3.9354 -1.2893 0.5107
C -4.2197 -0.8332 -0.8372
C -5.5989 -0.9282 -1.4331
O -3.3459 -0.3577 -1.5804
C -2.6395 -1.7190 0.9247
O -1.6176 -1.8401 0.1431
C -2.4613 -2.0947 2.2796
H -2.2451 -3.0064 6.0120
H -1.3456 -2.0417 4.8155
H -1.8431 -3.7084 4.4243
H -5.5683 -1.5108 3.5181
H -5.9517 -0.9141 1.1701
H -6.3723 -1.2790 -0.7590
H -5.4966 -1.6489 -2.2487
H -5.8816 0.0259 -1.8741
H -1.4771 -2.4420 2.5525
Cl 0.2630 -5.3896 -3.9120
C -1.3405 -4.8332 -3.3581
C -1.4379 -3.3634 -3.0253
O -2.5411 -2.9826 -2.5820
O -0.4440 -2.5911 -3.1192
H -1.6031 -5.3949 -2.4653
H -2.0644 -5.0659 -4.1367
```

## Properties
Frontier orbital gap (alpha / beta), eV: 8.0 / 8.1
Multiplicity: 6
Total energy, eV: -126079.0790

---

Formula: C4H7FS
Source: OMol25
Level of theory: wB97M-V/def2-TZVPD

The geometry in XYZ format:
```
13
C4H7FS (wB97M-V/def2-TZVPD)
C 2.8041 -0.0499 0.4588
S 1.2364 -0.4231 -0.2960
C 0.2429 0.9093 -0.1257
C -1.1010 0.8633 -0.1805
C -1.8195 -0.3647 -0.3417
F -2.8435 -0.3522 0.5929
H 2.7247 0.2251 1.4313
H 3.2830 -1.0369 0.4429
H 3.4364 0.7227 0.0190
H 0.8112 1.8418 0.0731
H -1.7686 1.6945 0.0415
H -2.3002 -0.4471 -1.2811
H -1.1368 -1.2090 -0.1915
```

## Properties
Frontier orbital gap, eV: 9.2
Multiplicity: 1
SMILES: CS/C=C\CF
Total energy, eV: -17812.8659